(1)
288
Properties=species:S:1:pos:R:3 method="wB97M-V/def2-TZVPD" total_charge=0 lumo_ev=0.2 spin_multiplicity=1 e_homo_ev=-8.060 orbital_gap_ev=8.25 smiles=CC1(C)CCCC(C)(C)N1O.CC1(C)CCCC(C)(C)N1O.CC1(C)CCCC(C)(C)N1O.CC1(C)CCCC(C)(C)N1O.CC1(C)CCCC(C)(C)N1O.COCCNCCOC.COCCNCCOC.COCCNCCOC.COCCNCCOC.COCCNCCOC.CCO.CCO
C 3.3097 0.9448 4.4971
C 4.8168 0.8876 4.4216
O 5.4957 1.2109 5.6374
H 3.0824 1.9892 4.7106
H 2.8134 0.3224 5.2416
H 2.7993 0.6899 3.5683
H 5.2891 1.4410 3.6100
H 5.0834 -0.1528 4.2354
H 5.3640 2.1260 5.8959
C 0.1523 5.0089 -0.1180
C -0.5824 4.7914 1.2485
O -0.2232 3.5031 1.8460
H 1.2193 5.1893 0.0130
H -0.2419 5.8924 -0.6201
H 0.1128 4.0412 -0.6181
H -1.6597 4.8099 1.0831
H -0.4198 5.6291 1.9266
H 0.6519 3.6499 2.2123
C -3.9046 -2.0290 0.8456
C -3.1723 -3.2794 0.3110
C -3.1515 -3.1850 -1.2538
C -2.0487 -4.0120 -1.9408
C -0.6730 -3.7354 -1.3913
C -0.6372 -3.9480 0.1681
N -1.7669 -3.2123 0.8634
O -1.7899 -3.2935 2.2413
C -0.6035 -5.4624 0.3939
C 0.6133 -3.2652 0.6734
C -3.8654 -4.5864 0.7075
H -3.5119 -1.0495 0.5727
H -3.9515 -2.0196 1.9345
H -4.9404 -2.0032 0.5072
H -4.1564 -3.4508 -1.5817
H -3.0549 -2.1284 -1.5036
H -2.1497 -3.8945 -3.0197
H -2.2019 -5.0790 -1.7792
H -0.4456 -2.6824 -1.5574
H -0.0553 -4.4265 -1.9646
H -0.3856 -5.6384 1.4473
H -1.4957 -6.0655 0.2258
H 0.2135 -5.9563 -0.1320
H 0.7335 -3.4403 1.7425
H 1.5497 -3.4366 0.1424
H 0.4408 -2.1945 0.5634
H -3.5443 -5.3719 0.0234
H -4.9477 -4.5919 0.5781
H -3.7089 -4.9857 1.7096
H -1.4253 -2.4644 2.5596
C -4.3707 4.1597 -5.3732
C -4.0452 5.2993 -4.3998
C -3.1132 4.8264 -3.2585
C -1.6809 4.7035 -3.6170
C -1.1350 5.9841 -4.4034
C -2.0412 6.4871 -5.5802
N -3.4092 6.5075 -5.0424
O -4.3523 7.0830 -5.9349
C -1.5964 7.9090 -5.9233
C -1.7721 5.5640 -6.8030
C -5.3825 5.7198 -3.7924
H -5.0912 4.3557 -6.1673
H -4.6295 3.2765 -4.7892
H -3.4931 3.8268 -5.9275
H -3.0273 5.4476 -2.3670
H -3.3444 3.7843 -3.0375
H -1.6000 3.8661 -4.3100
H -1.1093 4.5178 -2.7076
H -0.2050 5.6004 -4.8229
H -0.9758 6.7206 -3.6159
H -2.2236 8.1526 -6.7809
H -1.7487 8.6209 -5.1120
H -0.5383 7.9484 -6.1821
H -1.5570 4.5392 -6.5004
H -2.6482 5.5427 -7.4512
H -0.9217 5.8813 -7.4066
H -5.9683 4.8978 -3.3809
H -6.1000 6.1895 -4.4652
H -5.1670 6.4341 -2.9978
H -4.5340 7.8841 -5.4381
C 7.0629 -4.1511 4.8604
C 5.9176 -4.6481 5.8645
C 5.7439 -3.4989 6.9373
C 4.7818 -2.3525 6.4720
C 3.4993 -2.8758 5.8256
C 3.6856 -3.9441 4.7318
N 4.5842 -4.9710 5.2853
O 4.5830 -6.0901 4.5910
C 2.2222 -4.4681 4.4625
C 4.1812 -3.2771 3.4128
C 6.4007 -5.8068 6.7417
H 7.2492 -4.8109 4.0130
H 7.9657 -4.0068 5.4539
H 6.8686 -3.1593 4.4522
H 5.1631 -3.8704 7.7815
H 6.7030 -3.0209 7.1368
H 5.3260 -1.6070 5.8922
H 4.4569 -1.7076 7.2885
H 2.9390 -2.0387 5.4091
H 2.9375 -3.3886 6.6063
H 2.1810 -5.4337 3.9586
H 1.8306 -4.6615 5.4611
H 1.5393 -3.7266 4.0477
H 3.3048 -2.7553 3.0285
H 4.9139 -2.4946 3.6101
H 4.5196 -3.9486 2.6238
H 7.4569 -5.7098 6.9929
H 6.2221 -6.7923 6.3115
H 5.8403 -5.8838 7.6735
H 4.9376 -5.8302 3.7375
C 7.0980 -1.9295 1.3775
C 6.6780 -0.9665 0.2426
C 7.4696 -1.3859 -1.0563
C 6.8957 -0.7171 -2.2821
C 5.4212 -1.0109 -2.3519
C 4.6034 -0.5665 -1.1174
N 5.2175 -1.1371 0.0896
O 4.4561 -0.8456 1.2353
C 4.2688 0.9533 -1.0825
C 3.3109 -1.2970 -1.3259
C 7.0481 0.4697 0.6590
H 8.1692 -2.0702 1.5218
H 6.7804 -2.9474 1.1516
H 6.6479 -1.7440 2.3527
H 8.5234 -1.1077 -1.0422
H 7.5752 -2.4706 -1.0367
H 7.3551 -1.1907 -3.1496
H 7.1071 0.3483 -2.3734
H 5.3360 -2.0955 -2.4184
H 4.8974 -0.6837 -3.2500
H 4.1484 1.4996 -0.1470
H 5.1714 1.4981 -1.3593
H 3.4869 1.2708 -1.7723
H 3.4458 -2.3785 -1.3456
H 2.6163 -1.1973 -0.4918
H 2.8174 -0.9603 -2.2376
H 8.0569 0.4864 1.0716
H 6.2483 0.8453 1.2973
H 7.1685 1.0897 -0.2294
H 4.2577 -1.7026 1.6197
C -0.2501 0.9566 -10.6085
C -1.7816 1.0916 -10.4606
C -2.0896 1.1488 -8.9354
C -3.5540 1.5306 -8.6909
C -3.7363 2.9710 -9.2968
C -3.4842 3.0379 -10.8507
N -2.2464 2.2988 -11.1918
O -1.9155 2.2992 -12.6008
C -4.7867 2.6226 -11.5519
C -3.2748 4.5145 -11.1031
C -2.4171 -0.1160 -11.0179
H 0.1444 0.8395 -11.6178
H 0.1175 0.1039 -10.0376
H 0.2710 1.8716 -10.3268
H -1.9951 0.1820 -8.4410
H -1.4086 1.9099 -8.5545
H -3.6641 1.5645 -7.6070
H -4.3097 0.8127 -9.0097
H -3.1667 3.7430 -8.7793
H -4.7890 3.1735 -9.0997
H -5.4645 3.4666 -11.4240
H -4.7520 2.5130 -12.6358
H -5.2885 1.8081 -11.0295
H -2.3579 4.9474 -10.7032
H -3.1261 4.6950 -12.1677
H -4.0982 5.1493 -10.7756
H -2.4287 -1.0524 -10.4601
H -1.9798 -0.3765 -11.9818
H -3.4915 -0.0655 -11.1944
H -2.3303 1.4803 -12.8821
C 0.4536 -2.8890 -7.9426
O 1.0765 -2.5072 -6.6877
C 0.2022 -1.8853 -5.7854
C 0.9794 -1.4254 -4.5640
N 1.6046 -0.1030 -4.8405
C 0.8986 1.0424 -4.3046
C 1.5037 2.3289 -4.8909
O 1.4162 2.3259 -6.3370
C 1.7847 3.5696 -6.9314
H 1.1778 -3.1554 -8.7125
H -0.0689 -2.0167 -8.3353
H -0.1734 -3.7790 -7.8896
H -0.6117 -2.5066 -5.4119
H -0.1495 -0.9536 -6.2286
H 1.8777 -2.0268 -4.4249
H 0.3810 -1.4846 -3.6549
H 1.6626 0.0114 -5.8424
H 0.8563 1.1823 -3.2245
H -0.1724 1.0986 -4.4993
H 2.4917 2.4099 -4.4377
H 0.9233 3.1492 -4.4685
H 2.8300 3.8376 -6.7779
H 1.1705 4.4135 -6.6173
H 1.5806 3.3502 -7.9794
C -1.7635 -3.4673 10.9795
O -1.2752 -3.1380 9.6264
C -1.2994 -4.3149 8.8577
C -0.8989 -4.0096 7.3948
N -0.9662 -5.1865 6.5596
C -1.1999 -4.9170 5.1356
C -1.3470 -6.1355 4.2293
O -0.1171 -6.7982 4.1856
C 0.0357 -8.0089 3.4432
H -1.7527 -2.6186 11.6634
H -1.2997 -4.3104 11.4914
H -2.7562 -3.8282 10.7102
H -2.2054 -4.9085 8.9801
H -0.5658 -5.0063 9.2723
H 0.1295 -3.6520 7.4461
H -1.4914 -3.2305 6.9152
H -0.0755 -5.6608 6.6009
H -0.4078 -4.2372 4.8217
H -2.0898 -4.3012 5.0047
H -1.6662 -5.6636 3.3000
H -2.1307 -6.8112 4.5719
H 1.0545 -8.1520 3.0832
H -0.6397 -8.0756 2.5903
H -0.1874 -8.7954 4.1642
C 5.5844 4.8035 5.6913
O 5.2217 3.7182 6.4799
C 5.0800 4.0953 7.8725
C 4.8695 2.8539 8.7823
N 3.5497 2.2155 8.5088
C 3.1761 1.1625 9.5229
C 1.9106 0.5559 9.1028
O 2.1074 -0.2744 7.9915
C 1.0623 -1.1681 7.7230
H 5.7520 4.5488 4.6448
H 6.4625 5.3413 6.0487
H 4.7809 5.5312 5.8057
H 4.1547 4.6703 7.9090
H 5.8718 4.7238 8.2801
H 4.8670 3.0847 9.8475
H 5.7050 2.1812 8.5886
H 3.5711 1.8626 7.5627
H 3.0795 1.6224 10.5063
H 3.9419 0.3888 9.5783
H 1.2174 1.3177 8.7461
H 1.4238 0.0418 9.9315
H 0.8196 -1.6986 8.6437
H 1.4061 -1.7937 6.8993
H 0.1364 -0.6751 7.4267
C -11.2869 0.2898 1.7438
O -10.2859 1.0046 2.4473
C -9.3774 1.7166 1.5719
C -8.0777 1.9917 2.2667
N -7.4663 0.6471 2.3774
C -6.1548 0.5994 3.0380
C -4.9284 1.2493 2.3351
O -4.9565 2.6434 2.6041
C -3.7001 3.2551 2.1895
H -10.9477 -0.2596 0.8656
H -12.0476 0.9958 1.4107
H -11.8081 -0.5048 2.2778
H -9.7297 2.7403 1.4455
H -9.1897 1.3299 0.5702
H -8.3210 2.6199 3.1236
H -7.4812 2.5114 1.5168
H -8.1308 0.0004 2.7778
H -6.0042 -0.4671 3.2054
H -6.2626 1.1151 3.9922
H -4.8537 1.1123 1.2563
H -4.0186 0.8587 2.7910
H -2.8285 2.8787 2.7249
H -3.9341 4.3169 2.2671
H -3.4598 3.2125 1.1272
C -0.1949 -1.0136 4.3709
O -0.2104 -1.0463 2.9631
C -1.0715 0.0171 2.4458
C -0.7985 0.1279 0.9090
N -1.4004 1.3728 0.3614
C -1.2054 1.5076 -1.0792
C -2.3058 0.7191 -1.7872
O -2.3108 1.1414 -3.1355
C -2.9751 0.3411 -4.0223
H 0.2766 -0.0715 4.6507
H 0.4006 -1.8284 4.7827
H -1.2305 -0.9772 4.7092
H -0.8862 0.9555 2.9685
H -2.1060 -0.2508 2.6604
H -1.2745 -0.7166 0.4108
H 0.2616 0.1652 0.6586
H -0.9057 2.1139 0.8371
H -0.2082 1.1534 -1.3405
H -1.2523 2.5478 -1.4015
H -3.2317 0.9447 -1.2580
H -2.0776 -0.3412 -1.6783
H -2.8540 0.6437 -5.0624
H -4.0370 0.3668 -3.7776
H -2.5676 -0.6637 -3.9113

=====

(2)
17
Properties=species:S:1:pos:R:3 method="wB97M-V/def2-TZVPD" total_charge=-1 lumo_ev="4.0 / 3.9" spin_multiplicity=2 e_homo_ev="-0.025 / -2.138" orbital_gap_ev="4.07 / 6.06"
C 0.3032 -2.1325 1.3420
C -0.8145 -1.7691 2.0105
C 0.7318 -1.4148 0.1164
C 0.6938 0.0679 0.1491
C -0.3549 0.6453 -0.4642
C -0.2922 2.0154 -0.8774
C -0.5918 2.6409 -2.0796
H 0.8867 -3.0251 1.7720
H -1.3185 -2.4446 2.7400
H -1.1652 -0.7341 1.8681
H 0.3350 -1.8121 -0.8456
H 1.8550 -1.6139 0.0010
H 1.4450 0.6432 0.6423
H -1.3241 0.1025 -0.7039
H 0.3495 2.8015 -0.5324
H -0.1560 2.3367 -3.1313
H -0.5829 3.6929 -2.0071

=====

(3)
17
Properties=species:S:1:pos:R:3 method="wB97M-V/def2-TZVPD" total_charge=0 lumo_ev=1.1 spin_multiplicity=1 e_homo_ev=-8.673 orbital_gap_ev=9.74 smiles="C=CC1CC(=C)C1"
C 1.6532 -1.3787 -0.0846
C 0.8159 -0.3791 0.1067
C -1.6919 -0.8530 -0.0077
C -1.6468 0.4555 -0.2892
C -0.4806 1.2904 0.1734
C 0.3182 0.5149 1.2408
C 0.5204 0.7092 -0.8867
H 2.1358 -1.9076 0.7223
H 1.8962 -1.6392 -1.1123
H 1.5255 1.1339 -0.9282
H -1.3588 -1.2794 0.9277
H -2.0108 -1.5799 -0.7446
H -2.1495 0.8300 -1.1805
H -0.6233 2.3745 0.2606
H -0.2313 0.1329 2.1070
H 1.1916 1.0737 1.5857
H 0.1362 0.5021 -1.8905

=====

(4)
17
Properties=species:S:1:pos:R:3 method="wB97M-V/def2-TZVPD" total_charge=0 lumo_ev=1.2 spin_multiplicity=1 e_homo_ev=-9.108 orbital_gap_ev=10.30 smiles=C1[C@@H]2CC3(CC3)[C@H]12
C -1.8310 -0.4151 -0.0108
C -1.6555 0.9295 -0.6755
C -0.4613 0.1432 -0.2303
C 0.5918 -0.7258 -0.9326
C 1.3454 -0.7628 0.4116
C 1.8924 0.5984 0.6681
C 0.4408 0.3318 0.9644
H -2.1213 -1.2554 -0.6376
H -2.2153 -0.4590 1.0055
H -1.8994 1.0096 -1.7313
H -1.9288 1.8038 -0.0884
H 0.2106 -1.6803 -1.3031
H 1.1707 -0.2435 -1.7295
H 1.6614 -1.6655 0.9224
H 2.2313 1.2088 -0.1659
H 2.4937 0.6960 1.5685
H 0.0674 0.4786 1.9740

=====

(5)
17
Properties=species:S:1:pos:R:3 method="wB97M-V/def2-TZVPD" total_charge=0 lumo_ev=1.2 spin_multiplicity=1 e_homo_ev=-8.718 orbital_gap_ev=9.88 smiles="C[C@@H]1[C@@H]2C=CC[C@H]12"
C -1.6129 0.6151 -0.1655
C -0.9230 -0.7280 -0.2400
C 0.4705 -0.9612 -0.7273
C 1.1178 0.3988 -0.9182
C 1.4645 0.8396 0.4848
C 0.8662 0.0636 1.3928
C 0.1610 -1.0872 0.7474
H -2.1221 0.9347 -1.0883
H -2.3121 0.2328 0.5674
H -1.1285 1.4731 0.3200
H -1.6547 -1.4856 -0.5104
H 0.6630 -1.8178 -1.3681
H 0.2532 1.0278 -1.1914
H 1.8674 0.5023 -1.7053
H 1.9809 1.7732 0.6875
H 0.8168 0.2614 2.4597
H 0.0920 -2.0424 1.2547

=====

(6)
17
Properties=species:S:1:pos:R:3 method="wB97M-V/def2-TZVPD" total_charge=0 lumo_ev=1.1 spin_multiplicity=1 e_homo_ev=-8.959 orbital_gap_ev=10.11 smiles="C#CCCCC=C"
C 2.0371 0.0635 -0.4200
C 1.5787 0.3593 0.8023
C 0.4759 1.3449 1.0285
C -0.7119 0.3961 0.7378
C -0.7410 -0.0832 -0.7126
C -1.6553 -1.2106 -0.9037
C -2.3161 -2.2057 -1.0727
H 2.0348 0.8042 -1.2157
H 2.6123 -0.8328 -0.6102
H 0.3736 -0.3706 -1.0305
H 1.7688 -0.3202 1.6325
H 0.4471 1.7578 2.0479
H 0.4859 2.1851 0.3191
H -0.7416 -0.4063 1.4914
H -1.0493 0.7874 -1.3205
H -1.6959 0.8579 0.6987
H -2.8696 -3.1031 -1.2484

=====

(7)
17
Properties=species:S:1:pos:R:3 method="wB97M-V/def2-TZVPD" total_charge=0 lumo_ev=0.9 spin_multiplicity=1 e_homo_ev=-9.303 orbital_gap_ev=10.17 smiles="C#CC/C(C)=C/C"
C 0.2343 -0.3408 -3.1415
C 0.3962 -0.4607 -4.3565
C 0.2008 0.3281 -1.7202
C -0.4708 -0.9717 0.6048
C 0.0755 0.0475 -0.0044
C -0.6258 -1.1988 2.0504
C 0.5180 1.3341 0.5857
H 0.5315 -0.6930 -5.2959
H 1.2334 0.7281 -1.7193
H -0.6434 1.0316 -1.8996
H -0.8247 -1.7492 -0.0418
H -0.1577 -2.2120 2.2921
H -1.6710 -1.2311 2.1637
H -0.1724 -0.6502 2.7751
H -0.2429 2.0827 0.7976
H 1.0005 1.9336 -0.2030
H 1.2568 1.2924 1.3395

=====

(8)
17
Properties=species:S:1:pos:R:3 method="wB97M-V/def2-TZVPD" total_charge=0 lumo_ev=1.1 spin_multiplicity=1 e_homo_ev=-9.294 orbital_gap_ev=10.37 smiles=C#C[C@@H]1[C@H](C)[C@@H]1C
C -1.2413 -1.3577 0.1217
C -0.4382 -0.6486 -0.9488
C 0.0629 0.7758 -0.9319
C -0.3711 1.7996 0.0834
C 1.0219 -0.3655 -0.6597
C 1.4774 -0.4826 0.7103
C 1.8383 -0.4802 1.8595
H -2.2933 -1.4612 -0.1557
H -0.8356 -2.3668 0.2756
H -1.1835 -0.8468 1.0867
H -0.7231 -0.8710 -1.9697
H 0.2189 1.1742 -1.9348
H 0.4793 2.3585 0.4857
H -1.0592 2.5008 -0.4034
H -0.8990 1.3263 0.9162
H 1.7728 -0.6050 -1.4099
H 2.1729 -0.4499 2.8749

=====

Number 1: F_max 4.21 eV/Å, energy -4945.19897 hartree. Number 2: F_max 3.70 eV/Å, energy -272.53795 hartree. Number 3: F_max 1.12 eV/Å, energy -272.59834 hartree. Number 4: F_max 0.35 eV/Å, energy -272.62310 hartree. Number 5: F_max 1.57 eV/Å, energy -272.64883 hartree. Number 6: F_max 2.89 eV/Å, energy -272.59311 hartree. Number 7: F_max 7.52 eV/Å, energy -272.54115 hartree. Number 8: F_max 0.83 eV/Å, energy -272.62414 hartree.